Model i:
{"formula": "C2H6O2", "method": "ωB97M-V/def2-TZVPD", "multiplicity": 1, "homo_lumo_gap_ev": 10.96, "homo_energy_ha": -0.376, "charge": 0, "elements": ["O", "O", "C", "C", "H", "H", "H", "H", "H", "H"], "xyz": [[1.68719, 2.07323, 1.77303], [-2.65523, -3.89944, -1.77085], [-3.79002, -4.04704, -2.12401], [2.87045, 2.68314, 1.28152], [0.97864, 2.70767, 1.61274], [-4.49655, -4.71281, -1.58908], [-4.31458, -3.25496, -2.69678], [3.53615, 1.88287, 0.95184], [3.45181, 3.16014, 2.08089], [2.73214, 3.40719, 0.48070]], "nbo_charge": [-0.71, -0.48, 0.27, -0.25, 0.46, 0.11, 0.10, 0.18, 0.16, 0.17]}

Model ii:
{"formula": "C2H6O2", "method": "ωB97M-V/def2-TZVPD", "multiplicity": 1, "homo_lumo_gap_ev": 11.01, "homo_energy_ha": -0.374, "charge": 0, "elements": ["O", "O", "C", "C", "H", "H", "H", "H", "H", "H"], "xyz": [[1.52655, 0.65341, -0.43315], [-0.01299, -0.65617, 1.46588], [0.18740, 0.63209, -0.69903], [-0.47510, -0.45268, 0.06583], [-1.52315, -0.27360, -0.17420], [-0.30270, 1.57341, -0.45040], [-0.68796, -1.26072, 1.78298], [-0.21759, -1.43616, -0.32733], [1.56619, 0.68374, 0.52556], [-0.06070, 0.53668, -1.75612]], "nbo_charge": [-0.70, -0.73, -0.08, -0.11, 0.17, 0.15, 0.47, 0.17, 0.48, 0.19]}

It is model i that is the least stable of them.

Model i:
{"formula": "CH3IO2", "method": "ωB97M-V/def2-TZVPD", "multiplicity": 1, "homo_lumo_gap_ev": 9.69, "homo_energy_ha": -0.347, "charge": 0, "elements": ["I", "O", "O", "C", "H", "H", "H"], "xyz": [[-1.51974, -1.65542, -0.23851], [-0.44441, 0.96398, -0.92732], [0.63739, 0.32020, 0.87362], [0.06752, -0.11995, -0.33596], [0.88521, -0.71887, -0.84081], [-0.60365, 1.68856, -0.17005], [0.97767, -0.47850, 1.63903]], "nbo_charge": [-0.09, -0.69, -0.75, 0.34, 0.17, 0.51, 0.51]}

Model ii:
{"formula": "CH3IO2", "method": "ωB97M-V/def2-TZVPD", "multiplicity": 1, "homo_lumo_gap_ev": 9.77, "homo_energy_ha": -0.366, "charge": 0, "elements": ["I", "O", "O", "C", "H", "H", "H"], "xyz": [[0.53755, -2.02538, -1.03203], [-1.46790, 0.04629, 0.62864], [1.02129, 0.60677, 0.29635], [0.14687, 0.00310, -0.57396], [1.14892, -0.10894, 0.96327], [-0.25750, 0.61923, -1.26920], [-1.12923, 0.85892, 0.98692]], "nbo_charge": [0.17, -0.85, -0.67, 0.23, 0.50, 0.18, 0.43]}

It is model ii that is the least stable of them.

Model i:
{"formula": "CH3IO2", "method": "ωB97M-V/def2-TZVPD", "multiplicity": 1, "homo_lumo_gap_ev": 9.98, "homo_energy_ha": -0.355, "charge": 0, "elements": ["I", "O", "O", "C", "H", "H", "H"], "xyz": [[-2.68062, -0.04523, 0.12833], [0.04877, 1.07037, -0.22388], [0.15719, -1.15343, -0.21070], [-0.57570, -0.11087, -0.58920], [-0.60902, -0.26233, -1.70359], [-0.66236, 1.73195, -0.24958], [1.00471, -0.65124, 0.57244]], "nbo_charge": [-0.09, -0.72, -0.68, 0.33, 0.17, 0.50, 0.49]}

Model ii:
{"formula": "CH3IO2", "method": "ωB97M-V/def2-TZVPD", "multiplicity": 1, "homo_lumo_gap_ev": 8.33, "homo_energy_ha": -0.308, "charge": 0, "elements": ["I", "O", "O", "C", "H", "H", "H"], "xyz": [[-3.06936, -0.13908, 0.63909], [-0.08036, 0.99309, 0.58701], [-1.67196, -1.23678, 0.00193], [0.11842, -0.17162, 0.02749], [-0.68700, 1.49985, 0.06697], [0.09395, -0.50559, -0.97559], [0.91467, -0.75738, 0.52600]], "nbo_charge": [0.38, -0.60, -0.94, 0.28, 0.50, 0.20, 0.18]}

It is model ii that is the least stable of them.

Model i:
{"formula": "C2H3ClO2S", "method": "ωB97M-V/def2-TZVPD", "multiplicity": 3, "homo_lumo_gap_ev": [6.11, 7.37], "homo_energy_ha": [-0.197, -0.386], "charge": 0, "s2": 2.006, "elements": ["Cl", "S", "O", "O", "C", "C", "H", "H", "H"], "xyz": [[2.33702, 0.75099, -0.16829], [-0.85063, 1.03493, -0.50361], [0.40465, -0.27155, 1.44635], [-1.76839, 0.74974, 0.55791], [0.64696, 0.08863, 0.15608], [-0.14264, -0.57029, -0.89271], [0.39570, -0.69134, -1.89055], [-0.41335, 0.31311, 1.70995], [-0.60933, -1.40423, -0.41513]], "nbo_charge": [-0.04, 1.08, -0.69, -0.84, 0.16, -0.74, 0.27, 0.52, 0.27]}

Model ii:
{"formula": "C2H3ClO2S", "method": "ωB97M-V/def2-TZVPD", "multiplicity": 3, "homo_lumo_gap_ev": [10.66, 9.27], "homo_energy_ha": [-0.371, -0.402], "charge": 0, "s2": 2.008, "elements": ["Cl", "S", "O", "O", "C", "C", "H", "H", "H"], "xyz": [[-1.30331, -2.86428, 0.82584], [-4.68512, 1.24237, 0.59171], [-4.32746, 1.89280, -0.68725], [-0.13428, -1.97899, -1.36507], [-0.79420, -1.62386, -0.49651], [-1.40606, -0.26872, -0.17417], [-0.74921, 0.42544, -0.78880], [-1.65490, -0.25989, 0.88482], [-2.40331, -0.11867, -0.56988]], "nbo_charge": [-0.21, 0.68, -0.67, -0.47, 0.64, -0.76, 0.26, 0.26, 0.26]}

It is model i that is the least stable of them.

Model i:
{"formula": "CH2N2OS", "method": "ωB97M-V/def2-TZVPD", "multiplicity": 1, "homo_lumo_gap_ev": [7.44, 7.45], "homo_energy_ha": [-0.307, -0.307], "charge": 0, "elements": ["S", "O", "N", "N", "C", "H", "H"], "xyz": [[-1.36372, 1.98946, 0.51283], [0.54946, 1.60904, -1.74940], [-2.10810, 3.14547, -0.13919], [0.85678, -0.69685, -1.58677], [0.73963, 0.49921, -1.61974], [-1.86423, 4.10542, -0.26069], [0.85913, -1.17635, -0.70723]], "nbo_charge": [0.43, -0.49, -0.80, -0.78, 0.86, 0.37, 0.41]}

Model ii:
{"formula": "CH2N2OS", "method": "ωB97M-V/def2-TZVPD", "multiplicity": 1, "homo_lumo_gap_ev": [8.68, 8.67], "homo_energy_ha": [-0.335, -0.335], "charge": 0, "elements": ["S", "O", "N", "N", "C", "H", "H"], "xyz": [[-0.13798, 0.55040, 1.61795], [-1.49198, -0.92326, -0.79230], [1.95411, -0.08489, -0.03376], [-1.82404, 0.09117, -0.16038], [1.02619, 0.16102, 0.64416], [2.02628, -0.82754, -0.76701], [-1.55256, 1.03310, -0.50866]], "nbo_charge": [0.06, -0.31, -0.65, -0.06, 0.24, 0.44, 0.28]}

It is model ii that is the least stable of them.

Model i:
{"formula": "C6H24N2O5", "method": "ωB97M-V/def2-TZVPD", "multiplicity": 1, "homo_lumo_gap_ev": 9.47, "homo_energy_ha": -0.332, "charge": 0, "elements": ["O", "O", "O", "O", "O", "N", "N", "C", "C", "C", "C", "C", "C", "H", "H", "H", "H", "H", "H", "H", "H", "H", "H", "H", "H", "H", "H", "H", "H", "H", "H", "H", "H", "H", "H", "H", "H"], "xyz": [[0.23786, -2.06486, 1.69889], [1.13887, 0.07327, 3.48004], [1.65196, -0.75102, -3.11050], [-1.40035, 0.92282, 3.12604], [-2.28692, -1.13128, 1.56211], [1.95940, -0.16612, -0.17345], [-1.72192, -0.57851, -1.64331], [-0.20728, 0.94688, -0.38169], [1.82019, 2.24143, 0.40480], [-0.91584, 0.60007, -1.66583], [-0.89474, 1.38951, -2.74361], [1.30626, 1.11636, -0.53004], [-1.02544, -1.85932, -1.42771], [-0.55476, -1.86493, -0.46841], [1.57293, 1.40066, -1.55942], [0.81038, -1.65458, 1.01762], [2.96044, -0.06014, -0.02074], [0.84820, -0.23912, -3.14367], [-0.40730, 2.36008, -2.76537], [-0.67701, 1.87875, 0.03223], [1.83922, -0.80568, -0.96534], [1.51929, 2.09343, 1.45279], [0.22212, 0.46176, 3.49455], [-0.40543, 0.20345, 0.43651], [-1.77916, -2.66985, -1.49459], [1.54278, 0.31523, 2.64634], [-2.32894, -0.67136, -2.45247], [0.54266, -1.63150, 2.52032], [-1.41397, 1.19142, -3.62792], [2.90597, 2.34603, 0.32578], [1.36981, 3.21998, 0.12298], [-1.87389, 1.70946, 2.92419], [-1.75696, 0.20893, 2.58582], [-0.21890, -2.04669, -2.15624], [-2.39673, -0.96772, 0.60792], [-1.40236, -1.59280, 1.63537], [2.18210, -0.59349, -3.87012]], "nbo_charge": [-0.99, -0.99, -0.97, -0.99, -1.00, -0.89, -0.64, -0.49, -0.61, 0.20, -0.52, -0.05, -0.43, 0.20, 0.18, 0.50, 0.37, 0.49, 0.21, 0.24, 0.39, 0.21, 0.51, 0.24, 0.21, 0.47, 0.37, 0.51, 0.20, 0.21, 0.21, 0.48, 0.51, 0.19, 0.48, 0.51, 0.48]}

Model ii:
{"formula": "C6H24N2O5", "method": "ωB97M-V/def2-TZVPD", "multiplicity": 1, "homo_lumo_gap_ev": 8.68, "homo_energy_ha": -0.309, "charge": 0, "elements": ["O", "O", "O", "O", "O", "N", "N", "C", "C", "C", "C", "C", "C", "H", "H", "H", "H", "H", "H", "H", "H", "H", "H", "H", "H", "H", "H", "H", "H", "H", "H", "H", "H", "H", "H", "H", "H"], "xyz": [[1.14025, -0.98215, -3.74497], [0.42311, 3.83581, 1.53629], [2.66436, 0.95903, 2.48042], [-3.76900, -1.66069, 1.34575], [1.32771, -2.60624, 3.01062], [0.70950, 2.66961, -1.85147], [1.16173, -1.60875, -0.83222], [-0.62961, -0.22924, 0.17218], [-0.88143, -2.75418, 0.12269], [-1.96484, 1.61023, -0.99601], [0.56006, 1.67062, -0.87493], [-0.59587, 1.04701, -0.65432], [-0.31761, -1.53203, -0.69979], [1.40668, -0.62895, -2.89073], [0.18195, -0.26764, 0.91401], [0.43140, -2.36921, 2.70355], [1.55363, -2.50199, -0.57288], [1.51925, 1.25689, -0.55623], [1.53080, -0.88365, -0.23584], [-2.71214, 0.99258, -0.49433], [-2.09328, 2.61304, -0.55790], [1.62285, 3.08041, -1.95228], [-1.56960, -0.36579, 0.71511], [-0.16750, -3.06517, 0.90429], [-3.02471, -1.77234, 0.74263], [-4.41134, -1.08372, 0.91654], [0.01665, 3.36480, -2.07557], [1.98749, 1.07243, 3.16289], [2.43282, 0.35085, 1.78531], [-2.14424, 1.48800, -2.06480], [1.60720, -3.14489, 2.25221], [1.09107, 3.14821, 1.51658], [-0.82095, -3.60538, -0.57856], [-0.74490, -1.56788, -1.69107], [-0.29412, 3.46812, 1.02000], [-1.78996, -2.39846, 0.58944], [0.32578, -0.55040, -4.03723]], "nbo_charge": [-0.96, -0.94, -0.95, -0.93, -0.92, -0.83, -0.85, -0.42, -0.60, -0.65, -0.02, -0.10, -0.04, 0.49, 0.19, 0.46, 0.37, 0.19, 0.34, 0.21, 0.22, 0.38, 0.20, 0.18, 0.45, 0.47, 0.39, 0.49, 0.47, 0.22, 0.46, 0.47, 0.23, 0.20, 0.46, 0.17, 0.47]}

It is model ii that is the least stable of them.